No. 1
Below is C4H5HgLiO as an isolated structure, with properties calculated with wB97M-V/def2-TZVPD.

Multiplicity: 3
HOMO-LUMO gap (spin up / spin down) (eV): 4.1 / 6.3

```
12
Properties=species:S:1:pos:R:3:nbo_charge:R:1
C -1.28569 -1.41274 0.12935 -0.413
C -0.82401 -0.16775 0.09586 0.042
C -0.90327 1.14466 -0.45024 -0.410
H -0.96052 -2.11886 0.89945 0.232
H -1.94525 -1.80024 -0.65052 0.234
H -0.57726 1.30025 -1.48125 0.253
H -1.64707 1.84467 -0.05819 0.244
O 1.72373 0.64576 0.21578 -0.687
C 0.50031 0.87784 0.67971 0.159
Hg 2.09532 -1.82493 -0.17598 0.036
Li 3.38259 0.51475 -0.98185 0.114
H 0.44113 0.99660 1.77787 0.196
```

---

No. 2
Below is an isolated ion of composition C3Cl3O and charge +1, with properties calculated with wB97M-V/def2-TZVPD.

HOMO-LUMO gap (eV): 7.6
Net charge: +1

```
7
Properties=species:S:1:pos:R:3:nbo_charge:R:1
C -0.06763 0.61988 0.04265 -0.258
C 0.72552 -0.76490 -0.01485 0.477
C -1.33929 0.53285 -0.10063 0.273
O 0.17255 -1.78070 0.17549 -0.420
Cl 0.91668 1.99660 0.05627 0.238
Cl 2.39243 -0.61051 -0.10122 0.166
Cl -2.80027 0.00677 -0.05770 0.523
```

---

No. 3
Below is a 5-piece molecular cluster, CH12O5 overall, with properties calculated with wB97M-V/def2-TZVPD.

Structure (SMILES): CO.O.O.O.O
HOMO-LUMO gap (eV): 11.0

```
18
Properties=species:S:1:pos:R:3:nbo_charge:R:1
C -4.53688 1.70974 -1.60132 -0.285
O -4.48732 2.72258 -2.68744 -0.715
H -5.52270 1.22187 -1.74605 0.172
H -4.34966 2.19337 -0.57946 0.185
H -4.00528 0.82174 -1.86726 0.193
H -4.82629 3.43327 -2.28924 0.449
O 4.59528 -2.31054 -4.81335 -0.934
H 4.47109 -3.21089 -4.55297 0.465
H 5.62268 -2.12016 -4.54003 0.469
O -0.70813 2.48800 3.13365 -0.929
H 0.18995 2.08917 2.99418 0.468
H -0.53199 3.30062 2.71010 0.461
O 0.05594 -1.21194 2.01012 -0.933
H -0.34948 -1.88076 1.49881 0.463
H -0.73820 -0.86046 2.54002 0.470
O 5.07837 -2.46732 3.00060 -0.934
H 5.19399 -2.51073 3.99463 0.467
H 4.84865 -3.40757 2.79501 0.467
```

---

No. 4
Below is one molecule with the formula C3H5N3, with properties calculated with wB97M-V/def2-TZVPD.

HOMO-LUMO gap (eV): 9.8

```
11
Properties=species:S:1:pos:R:3:nbo_charge:R:1
C 0.96654 1.22529 0.31716 -0.411
N 0.05869 0.12903 0.05063 -0.464
C 0.39002 -1.12161 0.17480 0.221
N -0.52050 -2.06881 -0.15734 -0.365
N -1.60873 -1.45054 -0.57054 -0.194
C -1.71963 -0.24838 -0.75921 0.184
H 0.92394 1.91541 -0.51592 0.208
H 2.00092 0.90076 0.43296 0.196
H 0.68635 1.77284 1.21809 0.201
H 1.37009 -1.48215 0.50884 0.198
H -2.54769 0.42816 -0.69947 0.225
```

---

No. 5
Below is C44H46AsIrN7O3 as an isolated structure, with properties calculated with wB97M-V/def2-TZVPD.

Multiplicity: 2
HOMO-LUMO gap (spin up / spin down) (eV): 6.9 / 6.1
Net charge: +2

```
102
Properties=species:S:1:pos:R:3:lowdin_charge:R:1
Ir 1.80559 -0.58891 0.58574 1.395
O 5.69247 -0.77278 -0.18247 0.067
C 4.47988 -0.70579 -0.28920 -0.522
N 3.55315 -1.49799 0.26921 -0.120
C 3.89949 -2.58655 1.15861 -0.112
C 2.85422 -2.71507 2.24315 -0.213
C 2.95711 -3.67936 3.23287 0.013
C 1.99329 -3.76023 4.21910 -0.007
C 0.94034 -2.85472 4.20946 -0.014
C 0.88125 -1.92502 3.19768 -0.111
N 1.80314 -1.86594 2.21975 -0.067
C 3.80706 0.30618 -1.20246 -0.172
C 4.51845 0.92711 -2.20277 0.033
C 3.82922 1.65543 -3.16492 -0.001
C 2.44940 1.71326 -3.09590 -0.009
C 1.79958 1.08067 -2.04982 -0.130
N 2.45796 0.41208 -1.10400 -0.046
H 4.88226 -2.41728 1.60889 0.139
H 3.95952 -3.53668 0.61986 0.143
H 3.80088 -4.35661 3.21891 0.136
H 2.06451 -4.51322 4.99267 0.129
H 0.17591 -2.86481 4.97295 0.125
H 0.09742 -1.18566 3.15235 0.071
H 5.59266 0.80063 -2.22388 0.136
H 4.36102 2.14706 -3.96876 0.128
H 1.86861 2.24405 -3.83713 0.126
H 0.72849 1.13187 -1.94550 0.081
N 5.71584 2.32955 2.80875 0.040
C 4.94302 1.54645 1.85573 -0.115
C 3.59319 1.23917 2.47501 -0.423
O 3.43128 1.68831 3.67238 0.186
O 2.64107 0.63586 1.95853 -0.078
H 5.89277 3.27320 2.49157 0.110
H 6.60289 1.90110 3.03575 0.112
H 4.30772 2.14357 3.87605 0.129
H 5.43119 0.60947 1.59054 0.121
H 4.76708 2.06642 0.91186 0.143
N -2.94837 -0.34013 -5.19446 0.192
C -1.95351 -0.87689 -4.98902 -0.171
C -0.70961 -1.51805 -4.66133 -0.204
C -0.11392 -2.47257 -5.47808 0.004
C 1.06787 -3.04719 -5.04345 -0.027
C 1.60441 -2.64305 -3.82919 -0.111
N 1.04159 -1.72594 -3.03614 0.081
C -0.09655 -1.18861 -3.45764 -0.118
H -0.56665 -2.75388 -6.41960 0.135
H 1.57708 -3.79152 -5.63924 0.118
H 2.53807 -3.07010 -3.47956 0.114
H -0.58267 -0.46345 -2.81437 0.103
C -3.07495 -4.19755 -3.59751 -0.020
C -2.76606 -3.25243 -2.47264 -0.247
C -3.69937 -2.32935 -2.02920 0.014
C -3.47159 -1.43687 -0.97894 -0.243
C -4.64276 -0.57724 -0.57078 -0.024
C -2.20487 -1.44622 -0.37232 -0.266
As -1.78188 -0.32320 1.18534 1.430
N -0.03195 0.38914 0.94607 -0.252
C 0.07303 1.66674 1.55008 -0.410
C 0.73456 2.70080 0.88106 -0.048
C 0.81607 3.96167 1.44795 -0.054
C 0.26977 4.20986 2.70041 -0.054
C -0.36127 3.18139 3.38483 -0.044
C -0.46389 1.92373 2.81674 -0.058
C -2.84038 1.28710 0.98481 -0.327
C -2.73375 2.12219 -0.13880 -0.277
C -1.90459 1.77958 -1.34447 -0.049
C -3.48617 3.28768 -0.17595 0.007
C -4.35261 3.63760 0.85387 -0.237
C -5.16489 4.89949 0.79494 -0.030
C -4.45268 2.78346 1.94299 0.004
C -3.71092 1.61231 2.03426 -0.297
C -3.93657 0.73829 3.24199 -0.067
C -1.27746 -2.42836 -0.76332 -0.299
C -0.00677 -2.60962 -0.01784 -0.069
C -1.54828 -3.29886 -1.80711 -0.017
H -3.96214 -3.88601 -4.14569 0.089
H -3.25029 -5.20486 -3.21572 0.096
H -2.24114 -4.25780 -4.29891 0.074
H -4.66792 -2.29966 -2.51546 0.130
H -5.54961 -0.97975 -1.01729 0.091
H -4.54246 0.45583 -0.90159 0.084
H -4.78976 -0.56061 0.50879 0.078
H 1.14540 2.53974 -0.10167 0.087
H 1.30267 4.75891 0.90022 0.114
H 0.33796 5.19595 3.13957 0.115
H -0.77581 3.35465 4.36909 0.119
H -0.92081 1.12243 3.38516 0.090
H -0.99452 1.25760 -1.05845 0.015
H -1.63351 2.68187 -1.89345 0.096
H -2.45918 1.13148 -2.02927 0.086
H -3.40658 3.93593 -1.04185 0.126
H -5.00829 5.43247 -0.14101 0.081
H -4.89901 5.56801 1.61524 0.091
H -6.22899 4.67953 0.88763 0.092
H -5.12824 3.03685 2.75329 0.133
H -4.10918 1.34910 4.12758 0.089
H -3.10660 0.06589 3.45713 0.027
H -4.82375 0.11504 3.10411 0.093
H 0.73991 -1.80991 -0.35999 0.012
H 0.51371 -3.53687 -0.24618 0.113
H -0.15835 -2.53046 1.04983 0.041
H -0.79999 -4.03010 -2.09607 0.133
```

---

No. 6
Below is one molecule with the formula C2HNOS2, with properties calculated with wB97M-V/def2-TZVPD.

Structure (SMILES): N#CSC(=O)S
HOMO-LUMO gap (eV): 10.0

```
7
Properties=species:S:1:pos:R:3:nbo_charge:R:1
N 3.19258 0.85933 0.04374 -0.252
C 2.05053 0.80077 0.08692 0.044
S 0.34017 0.69664 0.16558 0.233
C -0.58227 -0.83704 0.10385 0.262
O -0.17409 -1.93126 -0.14643 -0.471
S -2.31508 -0.40966 0.22117 -0.003
H -2.51185 0.82122 -0.47483 0.188
```

---

No. 7
Below is a 2-piece molecular cluster, C2H9NS overall, with properties calculated with wB97M-V/def2-TZVPD.

Structure (SMILES): CNC.S
HOMO-LUMO gap (eV): 9.0

```
13
Properties=species:S:1:pos:R:3:nbo_charge:R:1
C 1.78111 0.83516 -0.02770 -0.401
N 2.40781 -0.10228 0.85781 -0.667
C 1.60768 -1.04352 1.60132 -0.401
H 2.35375 1.02493 -0.93898 0.190
H 1.59083 1.82137 0.42330 0.162
H 0.79181 0.46561 -0.30954 0.191
H 3.35632 0.07617 1.12208 0.373
H 1.37360 -1.88003 0.93606 0.176
H 2.13752 -1.39799 2.48167 0.201
H 0.68142 -0.60554 1.98426 0.175
S -6.06528 -0.21546 -2.81211 -0.314
H -4.93181 0.48079 -2.91006 0.157
H -7.08478 0.54079 -2.40812 0.157
```

---

No. 8
Below is C6H15FeN2O7P as an isolated structure, with properties calculated with wB97M-V/def2-TZVPD.

Multiplicity: 5
HOMO-LUMO gap (spin up / spin down) (eV): 3.0 / 3.0
Net charge: -2

```
32
Properties=species:S:1:pos:R:3:nbo_charge:R:1
Fe 0.90982 1.02119 -0.23513 1.521
O -0.01996 1.74626 1.34628 -1.283
H -0.05501 1.48975 2.25866 0.429
P 3.25122 1.85059 -0.92055 2.490
O 4.05250 2.31147 0.28785 -1.279
O 1.85407 2.50805 -1.05666 -1.279
O 2.68966 0.36651 -0.71880 -1.303
O 4.21058 1.95218 -2.13194 -1.277
C -1.62771 0.64285 -2.33147 0.536
O -0.73448 0.54172 -1.52743 -0.602
N -2.73333 1.40448 -2.11071 -0.436
C -3.91231 1.16505 -2.93516 -0.397
C -2.89884 2.09432 -0.85555 -0.452
H -1.62553 0.05057 -3.25753 0.104
H -4.71870 0.68079 -2.38148 0.175
H -3.62549 0.57702 -3.80182 0.200
H -4.25958 2.14414 -3.27605 0.185
H -3.16967 3.13753 -1.04779 0.189
H -3.54682 1.54280 -0.17348 0.179
H -1.94317 2.21844 -0.33418 0.306
C 0.25237 -1.80965 1.45696 0.546
O 0.34694 -1.08161 0.50430 -0.600
N 1.34260 -2.30142 2.09096 -0.432
C 2.67018 -2.12869 1.53808 -0.452
C 1.21770 -3.25782 3.16954 -0.401
H -0.71504 -2.15908 1.86186 0.085
H 3.35292 -1.76690 2.30884 0.194
H 2.70571 -1.39941 0.71948 0.333
H 3.01001 -3.09017 1.13053 0.161
H 0.29176 -3.11243 3.72060 0.197
H 1.38541 -4.29059 2.84048 0.169
H 2.04216 -3.04792 3.86130 0.195
```

---

The max |F| results, record by record, are as follows: 3.54 1.61 5.98 2.70 1.43 2.59 1.99 3.76 eV/Å.